97
Properties=species:S:1:pos:R:3 method="wB97M-V/def2-TZVPD" homo_ha=-0.3631 lumo_ev=-2.529 e_above_lowest_kj_mol=1350.9 orbital_gap_ha=0.2702 charge=+1
C -1.79 -0.56 5.05
O -2.29 -0.61 3.70
C -1.31 -1.07 2.69
C -1.58 -0.56 1.24
N -0.56 -0.65 0.32
H 0.36 -0.24 0.66
H -0.42 -1.72 0.19
C -0.75 -0.22 -1.12
C 0.69 -0.06 -1.80
O 0.50 0.14 -3.21
C 1.85 0.17 -3.93
H -1.01 -1.34 5.21
H -2.42 -0.40 5.81
H -1.01 0.17 5.20
H -1.09 -2.14 2.78
H -0.33 -0.68 3.01
H -1.73 0.37 1.23
H -2.62 -1.11 1.01
H -1.57 0.75 -1.33
H -1.19 -1.11 -1.71
H 1.26 -1.01 -1.86
H 1.29 0.58 -1.44
H 2.58 0.79 -3.55
H 1.86 0.33 -5.05
H 2.32 -0.76 -3.63
O 0.73 2.07 1.63
H 1.26 2.82 1.29
H -0.18 2.11 1.14
O -1.72 2.24 0.63
H -2.14 1.95 1.42
H -2.18 2.05 -0.21
O 2.14 -1.07 4.00
H 2.60 -0.47 3.32
H 2.47 -0.58 4.75
O -4.43 1.25 -0.86
H -4.97 2.00 -0.69
H -4.38 0.92 -1.69
O -4.58 1.53 3.85
H -4.64 0.84 4.51
H -4.88 2.46 4.16
O 2.71 4.33 -3.20
H 1.82 4.10 -3.36
H 3.05 3.35 -2.89
O 3.75 0.58 -6.95
H 2.93 0.02 -7.21
H 3.71 1.28 -6.40
O -0.19 -3.38 -0.04
H 0.52 -3.71 -0.63
H 0.12 -3.66 0.84
O -4.91 -2.32 1.16
H -5.24 -1.34 1.36
H -5.35 -2.53 0.34
O 1.52 -3.33 2.31
H 2.41 -3.24 1.89
H 1.83 -2.69 3.01
O -4.94 -2.11 5.99
H -5.51 -1.35 5.94
H -4.59 -2.06 6.72
O -1.63 0.74 -4.81
H -1.46 1.12 -5.64
H -0.88 0.67 -4.47
O 1.73 1.14 5.92
H 2.59 1.23 6.37
H 1.23 1.52 6.78
O 1.13 0.19 -7.99
H 0.93 -0.62 -7.58
H 1.52 0.21 -8.68
O 2.14 -3.83 -1.57
H 2.28 -3.66 -2.61
H 3.01 -3.90 -1.11
O 3.52 2.21 -5.56
H 3.95 2.97 -6.08
H 2.56 2.42 -5.79
O 0.46 2.20 4.53
H 1.00 1.38 4.76
H 0.37 2.18 3.56
O 0.84 2.38 -6.48
H 0.13 1.76 -6.56
H 0.61 3.16 -6.97
O 4.61 1.78 -2.60
H 4.61 0.74 -2.63
H 4.58 1.79 -3.55
O 1.60 0.22 1.45
H 1.55 1.15 1.70
H 2.30 0.09 0.81
O -2.67 1.33 3.53
H -3.56 1.38 3.76
H -2.36 0.41 3.73
O 0.01 -3.32 6.93
H -0.56 -2.84 7.58
H 0.86 -2.70 6.91
O -4.36 -1.33 -1.40
H -4.83 -2.13 -1.35
H -4.12 -1.25 -2.33
O 5.22 -0.43 -2.48
H 5.24 -0.80 -3.43
H 6.13 -0.70 -2.31

=====

5
Properties=species:S:1:pos:R:3 method="wB97M-V/def2-TZVPD" homo_ha="-0.6020 / -0.6158" s2=0.763 lumo_ev="-6.696 / -9.076" orbital_gap_ha="0.3559 / 0.2822" charge=+1 spin_multiplicity=2
C 0.41 -1.35 -0.85
C -0.26 -0.27 -0.17
O 1.13 -0.26 -0.05
F -0.87 -0.73 0.98
Ga 0.15 1.91 -0.13

=====

14
Properties=species:S:1:pos:R:3 method="wB97M-V/def2-TZVPD" homo_ha=-0.3312 smiles=O[C@]12C[C@H]1C2.O lumo_ev=0.682 e_above_lowest_kj_mol=391.4 orbital_gap_ha=0.3562
O 1.91 -1.10 1.05
C 0.97 -0.59 0.20
C -0.45 -0.92 0.04
C 0.13 0.58 0.22
C 1.14 0.44 -0.87
H 1.42 -1.69 1.64
H -0.73 -1.44 -0.90
H -1.00 -1.34 0.88
H -0.01 1.44 0.87
H 2.04 1.04 -0.77
H 0.79 0.31 -1.89
O -2.15 1.37 -0.44
H -1.74 0.49 -0.53
H -2.33 1.40 0.51

=====

32
Properties=species:S:1:pos:R:3 method="wB97M-V/def2-TZVPD" homo_ha=-0.2520 lumo_ev=-0.548 e_above_lowest_kj_mol=0.0 orbital_gap_ha=0.2319
Co -0.18 0.03 0.33
C 1.16 1.23 5.20
S 1.97 2.13 3.88
C 1.28 1.41 2.44
S 0.12 0.14 2.51
N 1.74 1.96 1.34
N 1.15 1.39 0.25
C 1.56 1.77 -0.91
C 0.88 1.11 -2.01
C 1.11 1.39 -3.35
C 0.38 0.73 -4.32
C -0.57 -0.19 -3.92
C -0.74 -0.43 -2.57
N -0.04 0.19 -1.63
H 1.56 1.65 6.12
H 1.38 0.17 5.15
H 0.08 1.38 5.18
H 2.34 2.51 -1.04
H 1.86 2.13 -3.61
H 0.54 0.94 -5.37
H -1.18 -0.72 -4.64
H -1.48 -1.15 -2.22
C -0.11 -2.99 -0.34
O -1.40 -2.51 0.08
C -1.50 -1.24 0.43
C -2.87 -0.99 0.97
H -0.09 -3.05 -1.42
H 0.00 -3.99 0.08
H 0.66 -2.32 0.03
H -3.53 -1.86 0.88
H -3.30 -0.12 0.47
H -2.77 -0.70 2.02

=====

5
Properties=species:S:1:pos:R:3 method="wB97M-V/def2-TZVPD" homo_ha=-0.3840 smiles=FNSF lumo_ev=-0.217 e_above_lowest_kj_mol=172.5 orbital_gap_ha=0.3760
F 0.89 -1.49 0.49
N 0.53 -0.24 -0.44
S -1.02 0.01 -0.57
F -1.44 1.04 0.68
H 1.04 0.67 -0.17

=====

7
Properties=species:S:1:pos:R:3 method="wB97M-V/def2-TZVPD" homo_ha=-0.3671 smiles="N#C/C=C/Cl" lumo_ev=-0.260 e_above_lowest_kj_mol=107.1 orbital_gap_ha=0.3575
N 0.13 1.82 2.29
C -0.51 1.15 1.47
C -0.83 0.19 0.46
C 0.34 -0.20 -0.19
Cl 0.34 -1.18 -1.59
H -1.84 0.10 0.22
H 1.14 0.33 0.39

=====

| no. | largest force on an atom (eV/A) |
| --- | --- |
| 1 | 15.9 |
| 2 | 3.7 |
| 3 | 1.0 |
| 4 | 0.2 |
| 5 | 2.5 |
| 6 | 8.2 |